[1]
One molecule with the formula C11H11N, computed with ωB97M-V with the def2-TZVPD basis set.

Structure (ORCA input):
```
! wB97M-V def2-TZVPD RIJCOSX def2/J DEFGRID3
* xyz 0 1
C 2.438 -1.317 0.227
C 3.148 -0.271 -0.433
C 2.707 0.990 -0.245
C 1.404 1.270 0.293
C 0.703 0.154 0.711
C -2.093 -1.500 -0.243
C -0.767 -0.992 -0.474
C -0.639 0.348 -0.484
C -1.653 1.284 -0.180
C -2.785 0.780 0.236
C -3.054 -0.519 0.029
H 2.738 -2.322 0.473
H 4.145 -0.464 -0.747
H 3.283 1.798 -0.471
H 0.851 2.203 0.536
H -0.356 0.309 0.982
H -2.498 -2.427 -0.392
H 0.038 -1.690 -0.525
H 0.325 0.560 -0.865
H -1.493 2.349 -0.248
H -3.570 1.366 0.668
H -4.079 -0.784 0.490
N 1.206 -1.126 0.664
*
```

Calculated values
- LUMO energy: 0.22 eV
- Energy relative to the best compared isomer or geometry (same formula, charge and spin): 190.4 kcal per mole
- E_HOMO: -7.1 eV

***

[2]
One molecule with the formula C8H8OS, computed with ωB97M-V with the def2-TZVPD basis set.

Structure (ORCA input):
```
! wB97M-V def2-TZVPD RIJCOSX def2/J DEFGRID3
* xyz 0 3
C 2.743 1.292 -0.086
C 1.352 1.649 -0.114
C -0.396 -1.955 -0.752
C -1.619 -1.514 -0.541
C 3.077 0.047 -0.390
C 0.442 0.662 -0.094
C -1.857 -0.493 0.489
C -1.048 0.828 0.247
O 1.344 -1.380 1.294
S 1.135 -0.980 -0.137
H 3.452 1.981 0.117
H 0.946 2.711 -0.055
H -0.040 -2.721 -1.542
H -2.419 -1.946 -1.063
H -3.001 -0.314 0.608
H -1.503 -0.721 1.568
H -1.195 1.514 1.115
H -1.416 1.339 -0.664
*
```

Calculated values
- LUMO energy (spin up / spin down): -0.10 / -2.02 eV
- Energy relative to the best compared isomer or geometry (same formula, charge and spin): 131.9 kcal per mole
- E_HOMO (spin up / spin down): -7.1 / -8.6 eV

***

[3]
C10H24Br2F6N2O10S2V as an isolated structure, computed with ωB97M-V with the def2-TZVPD basis set.

Structure (ORCA input):
```
! wB97M-V def2-TZVPD RIJCOSX def2/J DEFGRID3
* xyz -1 1
O -10.564 2.066 -15.397
V -10.106 0.655 -16.048
O -8.527 0.425 -15.688
C -2.918 -3.334 -16.077
C -3.202 -3.125 -14.555
C -3.875 -1.802 -14.240
O -4.182 -1.744 -12.815
C -4.919 -0.654 -12.442
N -4.143 -4.273 -14.138
H -3.834 -5.168 -14.489
H -4.451 -4.277 -13.176
H -5.030 -4.050 -14.566
H -2.287 -2.522 -16.438
H -3.888 -3.423 -16.567
H -2.507 -4.315 -16.316
H -2.257 -3.204 -14.016
H -4.771 -1.822 -14.862
H -3.289 -0.924 -14.510
H -4.235 0.164 -12.667
H -5.048 -0.776 -11.367
H -5.830 -0.818 -13.018
C -9.941 10.600 -8.926
C -10.845 9.598 -9.777
C -10.145 8.689 -10.727
O -11.045 8.113 -11.695
C -10.566 7.163 -12.595
N -11.685 8.807 -8.783
H -11.134 8.218 -8.175
H -12.252 9.441 -8.238
H -12.359 8.157 -9.163
H -9.117 10.062 -8.459
H -10.612 11.050 -8.194
H -9.524 11.401 -9.537
H -11.611 10.170 -10.302
H -9.629 7.971 -10.090
H -9.344 9.306 -11.135
H -11.411 6.965 -13.254
H -10.190 6.231 -12.173
H -9.815 7.614 -13.243
C -8.289 -4.351 -19.752
F -9.329 -4.211 -20.622
F -7.705 -5.578 -19.880
F -7.421 -3.330 -19.850
S -8.912 -4.118 -17.865
O -7.680 -3.968 -17.048
O -9.710 -2.872 -17.787
O -9.622 -5.397 -17.589
C -14.815 -2.596 -18.328
F -15.911 -2.953 -18.981
F -14.808 -3.130 -17.088
F -13.677 -2.999 -18.998
S -14.718 -0.675 -18.303
O -13.622 -0.374 -17.360
O -14.488 -0.230 -19.660
O -16.015 -0.280 -17.724
Br -11.208 -1.091 -12.513
Br -9.436 2.454 -19.530
*
```

Calculated values
- LUMO energy: -1.23 eV
- Energy relative to the best compared isomer or geometry (same formula, charge and spin): 227.7 kcal per mole
- E_HOMO: -4.2 eV

***

[4]
A 2-piece molecular cluster, C3H5N3O3 overall, computed with ωB97M-V with the def2-TZVPD basis set.

Structure (ORCA input):
```
! wB97M-V def2-TZVPD RIJCOSX def2/J DEFGRID3
* xyz 0 1
N 0.070 0.755 -2.302
C -0.200 0.904 0.432
O -1.177 1.631 0.448
C -0.281 -0.526 0.823
C 0.457 -1.269 1.697
O -0.024 -2.498 1.676
N -1.141 -2.501 0.842
N -1.289 -1.345 0.388
H 0.115 1.712 -2.644
H -0.762 0.308 -2.682
H 1.262 -1.045 2.389
O 1.050 1.358 0.613
H 0.893 0.246 -2.615
H 1.026 2.269 0.935
*
```

Calculated values
- SMILES: O=C(O)c1conn1.N
- LUMO energy: 0.48 eV
- Energy relative to the best compared isomer or geometry (same formula, charge and spin): 62.2 kcal per mole
- E_HOMO: -10.3 eV

***

[5]
One molecule with the formula C23H36N2O3S, computed with ωB97M-V with the def2-TZVPD basis set.

Structure (ORCA input):
```
! wB97M-V def2-TZVPD RIJCOSX def2/J DEFGRID3
* xyz 0 1
C -5.995 -0.437 -0.366
C -4.652 0.215 -0.212
C -4.578 1.505 0.285
C -3.378 2.183 0.423
C -2.188 1.553 0.039
C -2.263 0.240 -0.428
C -3.470 -0.446 -0.560
C -3.528 -1.844 -1.090
H -4.432 -2.349 -0.763
H -2.662 -2.413 -0.768
H -3.512 -1.821 -2.179
S -0.784 -0.669 -0.930
O 0.424 0.109 -0.822
O -0.989 -1.256 -2.225
N -0.784 -1.956 0.173
C 0.237 -2.935 -0.122
C 1.639 -2.434 0.244
H 1.937 -1.726 -0.523
H 2.329 -3.281 0.231
C 1.662 -1.738 1.622
C 1.876 -0.221 1.556
O 1.046 0.535 2.039
N 3.041 0.257 1.055
C 4.194 -0.530 0.678
H 4.180 -1.473 1.230
C 4.380 -0.856 -0.827
H 5.435 -0.726 -1.076
C 3.533 -0.037 -1.803
C 4.155 1.296 -2.210
H 3.476 1.781 -2.915
H 5.098 1.112 -2.734
C 4.419 2.252 -1.048
C 3.197 2.470 -0.149
H 2.283 2.202 -0.677
H 3.128 3.527 0.117
C 3.250 1.693 1.165
H 4.215 1.867 1.656
H 2.458 2.066 1.819
H 5.253 1.881 -0.450
H 4.736 3.209 -1.470
H 2.541 0.136 -1.387
H 3.398 -0.627 -2.713
H 4.149 -1.911 -0.980
H 5.071 0.026 1.026
H 2.485 -2.143 2.223
C 0.358 -2.019 2.380
C -0.864 -1.579 1.573
H -1.772 -2.027 2.000
H -0.961 -0.494 1.628
H 0.361 -1.474 3.324
H 0.299 -3.087 2.598
H -0.012 -3.857 0.412
H 0.179 -3.128 -1.196
C -0.886 2.284 0.132
H -0.374 2.257 -0.825
H -1.030 3.317 0.426
H -0.229 1.802 0.856
C -3.395 3.580 0.976
H -2.757 3.657 1.854
H -3.048 4.297 0.234
H -4.407 3.855 1.264
H -5.493 2.006 0.569
H -6.095 -1.287 0.309
H -6.136 -0.793 -1.384
H -6.785 0.272 -0.135
*
```

Calculated values
- SMILES: Cc1cc(C)c(C)c(S(=O)(=O)N2CCC(C(=O)N3CCCCCCC3)CC2)c1C
- LUMO energy: 0.74 eV
- Energy relative to the best compared isomer or geometry (same formula, charge and spin): 5.9 kcal per mole
- E_HOMO: -8.6 eV

***

[6]
One molecule with the formula C19H14N6, computed with ωB97M-V with the def2-TZVPD basis set.

Structure (ORCA input):
```
! wB97M-V def2-TZVPD RIJCOSX def2/J DEFGRID3
* xyz 0 1
N 1.478 4.527 2.017
N 0.474 3.795 2.551
N 0.461 0.148 0.594
C 1.960 3.908 0.990
C 0.342 2.683 1.860
C 0.570 -0.973 -0.036
C -2.032 -3.607 -0.260
C -0.733 -3.134 -0.692
C -2.599 -2.670 0.582
C -0.555 -1.916 -0.069
C 5.278 1.118 -0.848
C 4.491 1.110 0.342
C 4.879 0.342 -1.947
C -2.922 1.089 2.967
C -1.828 1.942 2.866
C 3.350 0.325 0.381
C 3.721 -0.466 -1.866
C -2.854 -0.088 2.270
C -0.663 0.445 1.338
C -0.709 1.671 2.042
C 2.941 -0.466 -0.707
C -1.763 -0.460 1.450
N 1.285 2.747 0.857
N 1.756 -1.249 -0.706
N -1.663 -1.645 0.726
H 2.822 4.243 0.376
H -2.503 -4.549 -0.554
H -0.063 -3.632 -1.378
H -3.592 -2.738 1.037
H 6.230 1.658 -0.865
H 4.775 1.699 1.220
H 5.533 0.258 -2.815
H -3.808 1.418 3.535
H -1.808 2.886 3.405
H 2.817 0.275 1.319
H 3.376 -1.070 -2.689
H -3.700 -0.795 2.344
H 1.481 1.962 0.225
H 1.707 -1.987 -1.365
*
```

Calculated values
- SMILES: c1ccc(Nc2nc3c(-c4nnc[nH]4)cccc3n3cccc23)cc1
- LUMO energy: -0.02 eV
- E_HOMO: -8.1 eV

***

[7]
A 3-piece molecular cluster, CH6NO4 overall, computed with ωB97M-V with the def2-TZVPD basis set.

Structure (ORCA input):
```
! wB97M-V def2-TZVPD RIJCOSX def2/J DEFGRID3
* xyz -1 1
N -0.327 -1.805 -1.361
C -0.165 -0.584 -0.756
O -0.462 0.432 -1.411
O 0.224 -0.614 0.466
H -0.810 -1.892 -2.246
H -0.039 -2.588 -0.819
H -0.987 1.805 1.457
H -1.251 0.291 1.627
O -1.432 1.160 2.000
H 1.983 1.618 -0.086
H 1.190 0.467 0.657
O 2.075 1.056 0.706
*
```

Calculated values
- LUMO energy: 4.17 eV
- Energy relative to the best compared isomer or geometry (same formula, charge and spin): 8.0 kcal per mole
- E_HOMO: -5.0 eV

***

[8]
A 9-piece molecular cluster, C25H37F3O29S4 overall, computed with ωB97M-V with the def2-TZVPD basis set.

Structure (ORCA input):
```
! wB97M-V def2-TZVPD RIJCOSX def2/J DEFGRID3
* xyz 0 1
C 6.642 -1.528 -0.485
C 6.078 -2.913 -0.551
O 7.174 -3.668 -0.901
C 8.032 -2.948 -1.623
O 8.997 -3.375 -2.175
O 7.622 -1.690 -1.489
F 5.140 -3.011 -1.427
H 7.131 -1.101 0.390
H 6.064 -0.653 -0.782
H 5.689 -3.074 0.454
C -1.514 1.636 3.385
C -0.573 2.485 4.204
O -0.406 3.533 3.300
C -0.667 3.167 2.057
O -0.451 3.876 1.055
O -1.200 1.916 2.090
F 0.542 1.797 4.476
H -2.571 1.821 3.575
H -1.307 0.585 3.587
H -1.093 2.808 5.107
C -2.491 4.059 -2.034
C -2.232 2.715 -1.367
O -2.479 1.827 -2.472
C -3.348 2.461 -3.265
O -3.990 1.986 -4.190
O -3.548 3.761 -2.873
F -3.173 2.500 -0.429
H -1.687 4.463 -2.650
H -2.837 4.863 -1.384
H -1.212 2.573 -1.009
O -1.207 -1.169 -4.591
C -2.412 -1.320 -4.494
O -3.266 -1.120 -5.511
C -4.556 -1.429 -5.210
C -4.580 -2.119 -3.876
C -3.238 -1.685 -3.263
H -4.914 -2.159 -5.936
H -5.275 -0.610 -5.181
H -4.553 -3.199 -4.018
H -5.348 -1.718 -3.214
H -2.700 -2.466 -2.727
H -3.404 -0.780 -2.677
O -1.425 -3.651 0.131
C -1.404 -3.797 1.308
O -0.263 -3.901 2.001
C -0.512 -4.045 3.375
C -1.903 -4.659 3.484
C -2.578 -4.033 2.242
H -0.564 -3.062 3.844
H 0.264 -4.644 3.851
H -2.361 -4.423 4.444
H -1.761 -5.740 3.491
H -3.200 -3.145 2.360
H -3.261 -4.815 1.910
C -5.643 2.020 1.301
C -6.195 1.402 -0.013
O -5.268 0.419 -0.404
S -4.446 -0.225 0.914
O -3.083 -0.563 0.507
O -5.296 -1.246 1.541
O -4.568 1.213 1.765
H -6.382 2.035 2.103
H -5.408 3.081 1.230
H -6.442 2.208 -0.705
H -7.122 0.911 0.280
C 3.261 0.071 3.226
C 3.340 1.599 3.408
O 4.699 1.897 3.341
S 5.696 0.735 2.647
O 6.935 0.481 3.342
O 5.696 0.771 1.171
O 4.570 -0.430 3.044
H 2.554 -0.096 2.413
H 2.792 -0.441 4.066
H 2.979 1.930 4.382
H 2.834 2.233 2.680
C -0.099 -1.120 -1.209
C 0.171 -0.815 0.261
O 1.587 -0.963 0.350
S 2.343 -1.552 -0.993
O 2.313 -3.024 -0.893
O 3.603 -0.806 -1.287
O 1.135 -0.920 -1.860
H -0.694 -0.296 -1.602
H -0.627 -2.047 -1.432
H -0.269 -1.401 1.068
H -0.059 0.210 0.552
C 4.251 2.618 -1.176
C 4.134 2.726 -2.699
O 2.801 3.273 -2.909
S 1.882 3.331 -1.592
O 1.312 2.008 -1.298
O 1.071 4.531 -1.508
O 3.250 3.518 -0.677
H 5.212 2.792 -0.691
H 4.110 1.648 -0.699
H 4.234 1.743 -3.160
H 4.924 3.360 -3.100
*
```

Calculated values
- SMILES: O=C1OC[C@@H](F)O1.O=C1OC[C@@H](F)O1.O=C1OC[C@@H](F)O1.O=S1(=O)OCCO1.O=S1(=O)OCCO1.O=S1(=O)OCCO1.O=S1(=O)OCCO1.O=C1CCCO1.O=C1CCCO1
- LUMO energy: -0.39 eV
- Energy relative to the best compared isomer or geometry (same formula, charge and spin): 64.0 kcal per mole
- E_HOMO: -9.8 eV

***

[9]
C12H13INO3 as an isolated structure, computed with ωB97M-V with the def2-TZVPD basis set.

Structure (ORCA input):
```
! wB97M-V def2-TZVPD RIJCOSX def2/J DEFGRID3
* xyz -1 1
C 3.160 -1.396 -0.058
C 2.814 0.022 -0.665
C 2.006 0.989 0.298
C 1.168 0.263 1.416
O -0.121 0.964 1.771
C -1.017 0.887 0.653
C -1.275 2.143 -0.069
C -2.164 2.144 -1.275
C -2.776 0.877 -1.741
C -2.497 -0.310 -0.953
C -1.630 -0.395 0.264
C -1.537 -1.803 0.866
O -0.941 -2.243 1.816
N -2.441 -2.572 0.010
C -2.931 -1.780 -1.123
O -3.539 -2.344 -2.005
H 2.225 -2.029 -0.129
H 3.507 -1.372 1.004
H 3.892 -1.887 -0.762
H 2.316 -0.123 -1.661
H 3.807 0.531 -0.863
H 2.741 1.655 0.820
H 1.393 1.673 -0.361
H 1.776 0.254 2.349
H 0.861 -0.787 1.169
H -0.829 3.118 0.243
H -2.344 3.087 -1.850
H -3.422 0.795 -2.642
H -3.224 -2.724 0.665
I 1.025 2.364 2.810
*
```

Calculated values
- LUMO energy: 1.74 eV
- E_HOMO: -1.6 eV

***

[10]
A 2-piece molecular cluster, C2H7N3O2 overall, computed with ωB97M-V with the def2-TZVPD basis set.

Structure (ORCA input):
```
! wB97M-V def2-TZVPD RIJCOSX def2/J DEFGRID3
* xyz 0 1
C -1.383 -0.213 -0.101
C -2.882 0.124 -0.090
N 2.588 -0.996 0.235
N 2.082 1.018 -0.302
N 2.986 0.189 -0.211
O -0.641 0.819 0.329
O -0.835 -1.237 -0.394
H -3.422 0.216 -1.147
H -3.374 -0.766 0.473
H -3.101 1.071 0.422
H 3.383 -1.577 0.452
H 1.724 -1.324 0.624
H 0.391 0.733 0.215
H 2.483 1.941 -0.505
*
```

Calculated values
- SMILES: [H]/N=N/N.CC(=O)O
- LUMO energy: 0.96 eV
- Energy relative to the best compared isomer or geometry (same formula, charge and spin): 62.5 kcal per mole
- E_HOMO: -9.9 eV

***

| no. | E_tot (eV) |
| --- | --- |
| 1 | -13067.620 |
| 2 | -21299.255 |
| 3 | -237954.375 |
| 4 | -13802.940 |
| 5 | -44393.635 |
| 6 | -28871.073 |
| 7 | -10817.117 |
| 8 | -137389.427 |
| 9 | -28384.092 |
| 10 | -10751.368 |